# 1
Here is a molecular structure, C10H7AgBr in a non-equilibrium geometry from the Open Molecules 2025 dataset. Energies are from the ωB97M-V functional and the def2-TZVPD basis.

Summary:
E_HOMO ... -2.0 eV
E_tot ... -3106.1512 Eh
Orbital gap ... 5.203 eV

```
! wB97M-V def2-TZVPD RIJCOSX def2/J DEFGRID3
* xyz -1 1
C -0.86617 1.42738 0.34638
C -0.88754 -0.41605 -1.29492
C 1.45724 0.37070 1.46466
H 1.27983 -3.00139 -1.65962
H 1.36650 2.02625 2.84177
C 1.42613 -1.45202 -0.16700
C 0.89674 1.53361 1.99405
H -0.69298 2.96880 1.85572
C 0.86540 -0.28026 0.36997
H -0.79601 -2.06615 -2.66654
C -0.31437 0.25258 -0.20113
C -0.32444 -1.57655 -1.81989
H 2.33317 -1.87374 0.26147
Br -2.44952 2.20786 -0.36257
C 0.83465 -2.09604 -1.25526
Ag -2.63456 0.44884 -2.07386
H 2.36475 -0.02636 1.91526
C -0.26400 2.06239 1.43614
H -3.59482 -0.50983 -0.98463
*
```

---

# 2
Here is C10H7BrN4 in the gas phase in a non-equilibrium geometry from the Open Molecules 2025 dataset. Energies are from the ωB97M-V functional and the def2-TZVPD basis.

Summary:
E_HOMO ... -8.3 eV
Structure (SMILES) ... Brc1cnn(-c2ccnc3[nH]ccc23)c1
E_tot ... -3178.2553 Eh
Orbital gap ... 8.527 eV

```
! wB97M-V def2-TZVPD RIJCOSX def2/J DEFGRID3
* xyz 0 1
N -1.52049 1.21591 -1.92022
H 3.84105 -0.84830 1.71665
H 2.51020 1.01698 0.39324
C 0.80172 -0.62702 0.27519
C -2.00947 2.43785 -1.87811
C -0.40507 -0.23986 -0.31776
C 0.94320 -1.98091 0.74334
C -1.41632 -1.28517 -0.46272
H -2.29070 -1.02561 -0.88682
N -0.64262 0.99390 -0.90940
C 2.10596 -0.00988 0.61288
H 0.19702 2.19817 0.57421
H 2.25269 -3.00746 2.04498
C -1.30808 3.13849 -0.79578
N 0.03486 -2.89093 0.70698
C -0.45156 2.21941 -0.30157
Br -1.64971 4.85889 -0.18462
H -2.94627 2.68155 -2.29215
N 2.06517 -2.12254 1.53102
H -1.81811 -3.24627 -0.09251
C -1.10430 -2.52360 0.06033
C 2.81081 -0.95360 1.38283
*
```

---

Question: E_tot of number 2 (C10H7BrN4)?
Answer: -3178.2553 Eh

---

Question: Which value of E_HOMO does entry 1 give?
Answer: -2.0 eV

---

Question: What is the E_tot in the first record?
Answer: -3106.1512 Eh

---

Repeat the second record exactly.
Here is C10H7BrN4 in the gas phase in a non-equilibrium geometry from the Open Molecules 2025 dataset. Energies are from the ωB97M-V functional and the def2-TZVPD basis.

Summary:
E_HOMO ... -8.3 eV
Structure (SMILES) ... Brc1cnn(-c2ccnc3[nH]ccc23)c1
E_tot ... -3178.2553 Eh
Orbital gap ... 8.527 eV

```
! wB97M-V def2-TZVPD RIJCOSX def2/J DEFGRID3
* xyz 0 1
N -1.52049 1.21591 -1.92022
H 3.84105 -0.84830 1.71665
H 2.51020 1.01698 0.39324
C 0.80172 -0.62702 0.27519
C -2.00947 2.43785 -1.87811
C -0.40507 -0.23986 -0.31776
C 0.94320 -1.98091 0.74334
C -1.41632 -1.28517 -0.46272
H -2.29070 -1.02561 -0.88682
N -0.64262 0.99390 -0.90940
C 2.10596 -0.00988 0.61288
H 0.19702 2.19817 0.57421
H 2.25269 -3.00746 2.04498
C -1.30808 3.13849 -0.79578
N 0.03486 -2.89093 0.70698
C -0.45156 2.21941 -0.30157
Br -1.64971 4.85889 -0.18462
H -2.94627 2.68155 -2.29215
N 2.06517 -2.12254 1.53102
H -1.81811 -3.24627 -0.09251
C -1.10430 -2.52360 0.06033
C 2.81081 -0.95360 1.38283
*
```